Entry 1:
The following is a quantum chemistry calculation of a structure of composition C28H44Cl2NPZr in a non-equilibrium geometry, from the Open Molecules 2025 dataset.

```
! RIJCOSX wB97M-V def2-TZVPD def2/J DEFGRID3
* xyz 0 1
P 0.2852 -0.2859 -1.3941
C 1.8388 -1.2810 -1.1067
C 2.6697 -1.6594 -2.3337
C 3.7594 -2.6654 -1.9225
C 4.6189 -2.1776 -0.7491
C 3.7969 -1.6571 0.4372
C 2.7133 -0.6651 -0.0019
C 0.7288 1.4816 -1.7464
C 1.8001 1.7149 -2.8067
C 1.8679 3.2209 -3.1160
C 2.1103 4.0723 -1.8642
C 1.1780 3.7326 -0.6897
C 1.0584 2.2259 -0.4365
C -0.5955 -0.9176 -2.8989
C -0.9490 -2.4051 -2.7008
C -1.8498 -2.9583 -3.8142
C -3.0971 -2.1029 -4.0639
C -2.7578 -0.6196 -4.2529
C -1.8571 -0.0635 -3.1412
H 1.4053 -2.2158 -0.6944
H 3.1314 -0.7605 -2.7689
H 2.0309 -2.0986 -3.1131
H 4.3974 -2.8888 -2.7851
H 3.2664 -3.6038 -1.6320
H 5.2656 -2.9940 -0.4083
H 5.2801 -1.3744 -1.1000
H 3.3079 -2.5015 0.9432
H 4.4563 -1.1763 1.1698
H 2.0983 -0.3808 0.8643
H 3.2013 0.2469 -0.3793
H -0.2176 1.9054 -2.1324
H 0.9149 3.5213 -3.5716
H 1.5722 1.1464 -3.7202
H 2.7782 1.3651 -2.4408
H 2.6522 3.4110 -3.8568
H 1.9925 5.1324 -2.1186
H 3.1510 3.9402 -1.5398
H 1.5330 4.2272 0.2234
H 0.1735 4.1271 -0.8966
H 0.2871 2.0275 0.3231
H 2.0080 1.8540 -0.0260
H 0.1296 -0.7908 -3.7246
H -0.0353 -3.0149 -2.6389
H -1.4652 -2.5164 -1.7341
H -1.2638 -3.0186 -4.7399
H -2.1503 -3.9800 -3.5545
H -3.7937 -2.2139 -3.2219
H -3.6236 -2.4723 -4.9500
H -3.6817 -0.0302 -4.2882
H -2.2487 -0.4832 -5.2154
H -1.5815 0.9716 -3.3877
H -2.4351 -0.0229 -2.2054
Zr -1.9840 -0.6189 3.0492
Cl -3.2195 0.6845 1.5586
Cl -1.6766 -2.5491 1.7997
C 0.1202 -0.1457 3.1390
H 0.9456 -0.8473 2.9899
C 0.4275 1.1307 3.6770
C -0.4741 2.2272 3.4132
C -0.3076 3.4571 4.0352
C 0.7453 3.6591 4.9350
C 1.6791 2.6321 5.1658
C 1.5628 1.4128 4.5223
H -1.2899 2.0826 2.6839
H -1.0089 4.2658 3.8226
H 2.5063 2.8035 5.8586
H 2.3007 0.6191 4.6819
H 0.8466 4.6117 5.4493
C -6.6581 -1.8466 4.9871
C -5.3495 -2.3187 5.6782
C -4.1820 -1.6924 5.1328
N -3.2615 -1.2085 4.5976
H -6.7199 -0.7508 4.9746
H -7.5460 -2.2226 5.5013
H -6.7006 -2.2030 3.9507
H -5.3765 -2.0972 6.7542
H -5.2354 -3.4137 5.5655
*
```

Energy   -66855.80609 eV
Lowest unoccupied orbital energy (alpha / beta)   -0.699 / -0.703 eV
HOMO-LUMO gap (alpha / beta)   5.2007 / 5.1799 eV
E_HOMO (alpha / beta)   -0.2168 / -0.2162 Ha

Entry 2:
The following is a quantum chemistry calculation of a cluster of 10 separate species, C31H67BO11P in total, from the Open Molecules 2025 dataset.

```
! RIJCOSX wB97M-V def2-TZVPD def2/J DEFGRID3
* xyz 1 1
C 2.1538 -2.1360 -0.5870
B 1.2461 -0.9714 -0.1015
O 1.6161 0.2437 0.3134
P -0.7030 -1.2787 -0.0525
C -1.6855 0.1105 0.5784
C -3.0123 0.2409 -0.1804
C -3.8704 -1.0148 -0.0353
O -5.2153 -0.6297 -0.0242
H 1.6935 -2.5776 -1.4741
H 2.1580 -2.8734 0.2199
H 3.1577 -1.8020 -0.8424
H 2.5069 0.4711 0.0090
H -1.0703 -1.4830 -1.3831
H -1.0210 -2.4097 0.6988
H -1.8908 -0.1107 1.6275
H -1.0664 0.9998 0.4754
H -2.7600 0.3675 -1.2311
H -3.5687 1.0983 0.1906
H -3.6069 -1.5560 0.8902
H -3.6622 -1.7017 -0.8690
H -5.7701 -1.4133 0.1184
C 0.1983 2.8417 -2.9886
C -0.8224 1.8267 -3.4202
O -1.1012 0.8672 -2.7191
C -1.4841 2.0491 -4.7456
H 0.6051 2.5667 -2.0155
H 1.0016 2.8940 -3.7232
H -0.2638 3.8258 -2.9319
H -0.7364 2.0696 -5.5390
H -1.9967 3.0104 -4.7593
H -2.1981 1.2529 -4.9406
C -8.2669 -3.3581 2.4771
C -7.2503 -3.7041 1.4315
O -6.7293 -2.8535 0.7377
C -6.8951 -5.1598 1.2748
H -8.4375 -2.2855 2.4941
H -9.2050 -3.8743 2.2640
H -7.9083 -3.6694 3.4584
H -7.7866 -5.7343 1.0196
H -6.4995 -5.5481 2.2148
H -6.1527 -5.2794 0.4895
C 4.2087 -2.4804 3.1422
C 5.2538 -2.7293 2.0750
O 5.6062 -1.8448 1.3270
C 5.8213 -4.1195 1.9952
H 3.8876 -1.4413 3.0977
H 3.3482 -3.1347 2.9854
H 4.6212 -2.6853 4.1307
H 5.0215 -4.8360 1.7939
H 6.3033 -4.3897 2.9331
H 6.5592 -4.1705 1.1996
C -4.7105 -1.9972 4.2531
C -5.7499 -1.8618 5.3493
O -6.9238 -2.0366 5.1191
C -5.2446 -1.4969 6.7188
H -5.1961 -2.2528 3.3127
H -4.1757 -1.0523 4.1352
H -3.9888 -2.7729 4.5177
H -4.7253 -0.5397 6.6971
H -4.5435 -2.2507 7.0792
H -6.0828 -1.4303 7.4074
C 9.0736 -7.4225 4.2629
C 9.1429 -5.9599 3.9011
O 8.3141 -5.4424 3.1863
C 10.2966 -5.1740 4.4715
H 8.2049 -7.8766 3.7930
H 9.9762 -7.9345 3.9259
H 9.0026 -7.5375 5.3458
H 11.2428 -5.6060 4.1418
H 10.2701 -5.2076 5.5620
H 10.2369 -4.1407 4.1395
C 1.9021 6.2888 -4.5722
C 0.5187 6.0709 -5.1280
O -0.1017 5.0494 -4.9300
C -0.0598 7.1930 -5.9530
H 2.2138 5.4180 -3.9994
H 2.6128 6.4439 -5.3848
H 1.9073 7.1683 -3.9253
H 0.5818 7.3908 -6.8131
H -0.1201 8.1048 -5.3563
H -1.0535 6.9194 -6.2985
C -5.3392 2.4576 -6.7550
C -4.0972 2.3810 -7.6107
O -3.0322 2.8014 -7.2220
C -4.2533 1.7542 -8.9746
H -5.1010 2.9267 -5.8035
H -6.1089 3.0413 -7.2623
H -5.7351 1.4562 -6.5769
H -4.9836 2.3126 -9.5623
H -4.6095 0.7272 -8.8776
H -3.2966 1.7579 -9.4905
C 6.8468 5.7117 -7.4369
C 5.9189 5.9178 -6.2659
O 4.7555 5.5895 -6.3119
C 6.5145 6.5548 -5.0336
H 6.3042 5.2490 -8.2572
H 7.2532 6.6696 -7.7657
H 7.6809 5.0708 -7.1464
H 6.9091 7.5428 -5.2759
H 7.3363 5.9444 -4.6560
H 5.7519 6.6497 -4.2643
C -1.1025 -0.2147 8.0667
C -2.1955 -0.1068 9.1058
O -3.3550 -0.3021 8.8272
C -1.7632 0.2561 10.5042
H -1.5379 -0.4803 7.1059
H -0.5760 0.7368 7.9762
H -0.3798 -0.9775 8.3612
H -1.2605 1.2247 10.5022
H -1.0639 -0.4893 10.8869
H -2.6327 0.3024 11.1545
*
```

Energy   -65716.39873 eV
Lowest unoccupied orbital energy   -2.588 eV
HOMO-LUMO gap   8.4142 eV
E_HOMO   -0.4043 Ha

Entry 3:
The following is a quantum chemistry calculation of a cluster of 2 separate species, C5H7N3 in total in a non-equilibrium geometry, from the Open Molecules 2025 dataset.

```
! RIJCOSX wB97M-V def2-TZVPD def2/J DEFGRID3
* xyz 0 1
C 0.2531 -0.1208 -2.4484
C -0.6900 -1.2841 -0.5466
C 0.0631 1.3493 0.6528
C 0.8834 0.6164 1.6159
C 1.4133 0.2116 2.6123
H -0.0846 -1.5225 -2.5439
H 1.2561 0.2880 -2.7872
H -0.6084 0.4225 -2.9677
H 0.0179 -1.9278 -1.1087
H -1.4858 -0.8032 0.9546
H -0.6848 2.1707 1.0296
H 1.7844 -0.3797 3.6760
N -0.0526 0.0012 -1.0484
N -1.3414 -1.6214 0.4974
N -0.2821 1.2085 -0.5304
*
```

Energy   -9760.90149 eV
Lowest unoccupied orbital energy   0.123 eV
HOMO-LUMO gap   8.5716 eV
E_HOMO   -0.3105 Ha

Entry 4:
The following is a quantum chemistry calculation of a structure of composition C8H12AsCuF6N2O2 in a non-equilibrium geometry, from the Open Molecules 2025 dataset.

```
! RIJCOSX wB97M-V def2-TZVPD def2/J DEFGRID3
* xyz -2 1
Cu 0.8692 1.0821 -0.7947
As 3.5264 0.2410 2.0116
F 4.7524 0.1114 0.7437
F 2.3752 0.8855 0.8321
F 2.2699 0.3235 3.1847
F 4.6627 -0.4076 3.1861
F 4.1515 1.8559 2.2909
F 3.0125 -1.3973 1.6080
O 2.1991 1.9263 -2.6445
H 2.9236 1.3085 -2.7875
O -0.4126 2.8270 -0.8120
H -1.1443 3.0374 -1.3936
N -0.9930 -1.6259 -0.6596
C 0.2467 -1.8072 -0.0860
C 1.2012 -1.4865 -1.0127
C 0.5091 -1.0914 -2.1753
C -0.8401 -1.2305 -1.9773
H -1.8804 -1.7653 -0.2078
H 0.2857 -2.1040 0.9488
H 2.2771 -1.4770 -0.9701
H 0.9273 -0.6461 -3.0673
H -1.6753 -1.1545 -2.6506
N -2.3484 1.1247 0.1594
C -2.0450 0.5125 1.3462
C -3.0280 -0.4150 1.6401
C -3.9148 -0.4209 0.5423
C -3.4906 0.5546 -0.3264
H -1.6506 1.7111 -0.3632
H -1.1299 0.8314 1.8214
H -3.0424 -1.0333 2.5240
H -4.8103 -1.0160 0.4369
H -3.7840 0.7454 -1.3475
*
```

Energy   -137352.21396 eV
Lowest unoccupied orbital energy   5.155 eV
HOMO-LUMO gap   5.7633 eV
E_HOMO   -0.0224 Ha